Entry 1:
Computed, not measured: an isolated molecule of C6H9N, with ωB97M-V/def2-TZVPD.

Geometry as XYZ:
```
16
Properties=species:S:1:pos:R:3
N -0.89554 -0.40670 -0.51808
C 2.51672 -0.34677 0.53795
C -0.14521 -0.86333 0.68669
C -1.02789 0.99700 0.01222
C 1.33946 -0.52947 0.44008
C -0.54310 0.43354 1.34852
C -0.26304 -0.41668 -1.85011
H 0.07445 1.04256 2.08296
H -0.18686 -1.52933 -2.16870
H 0.83505 -0.15603 -1.61961
H -1.48884 0.23231 1.89776
H -2.05994 1.33155 0.17706
H -0.94522 0.25902 -2.43314
H 3.57847 0.13211 0.75724
H -0.50012 -1.84791 1.01233
H -0.28840 1.66814 -0.36316
```

## Properties
Energy above the lowest of the compared OMol25 structures with the same formula, charge and spin   113.1 kcal/mol
Calculated total energy   -7853.2555 eV
Structure (SMILES)   C#C[C@H]1CCN1C

natural (NBO) atomic charge list, values in e, 6 entries:
1. N -0.415
2. C -0.265
3. C -0.114
4. C -0.243
5. C -0.061
6. C -0.399

Entry 2:
Computed, not measured: an isolated molecule of C6H9N, with ωB97M-V/def2-TZVPD.

Geometry as XYZ:
```
16
Properties=species:S:1:pos:R:3
N -1.98173 -0.72873 -1.79625
C 1.17931 1.27317 -0.62164
C -1.15968 -0.76684 -0.98242
C 0.74236 1.64883 -1.96564
C 0.26581 0.65594 0.44179
C -0.65394 -1.57627 1.29091
C -0.14046 -0.78709 0.08108
H 0.78598 0.62876 1.40733
H -0.95233 -2.58827 1.00324
H 0.73658 -1.30559 -0.32922
H 0.14034 -1.64984 2.04048
H -0.35408 1.82392 -1.90015
H -0.63718 1.26464 0.57468
H 1.36223 2.35852 -0.39152
H 2.18288 0.82703 -0.59799
H -1.51610 -1.07817 1.74533
```

## Properties
Energy above the lowest of the compared OMol25 structures with the same formula, charge and spin   99.3 kcal/mol
Calculated total energy   -7853.8532 eV

natural (NBO) atomic charge list, values in e, 6 entries:
1. N -0.320
2. C -0.584
3. C 0.282
4. C -0.024
5. C -0.393
6. C -0.586

Entry 3:
Computed, not measured: an isolated molecule of C6H9N, with ωB97M-V/def2-TZVPD.

Geometry as XYZ:
```
16
Properties=species:S:1:pos:R:3
N -2.80048 0.86980 -0.76508
C -0.78801 -1.14567 1.15564
C 1.59715 0.40180 -0.64219
C 0.66693 0.87145 0.49235
C 0.34298 -0.13610 -1.33831
C -0.50633 -0.03486 0.07498
C -1.79496 0.51916 -0.30856
H -0.04957 0.57965 -2.07610
H 2.17110 1.21359 -1.11270
H 2.30773 -0.38280 -0.36973
H -1.51301 -1.92630 0.88800
H 1.03564 0.68349 1.49567
H 0.11414 -1.63451 1.54347
H 0.09704 -1.16446 -1.41458
H -1.23413 -0.61716 2.01841
H 0.35376 1.90293 0.35873
```

## Properties
Energy above the lowest of the compared OMol25 structures with the same formula, charge and spin   48.6 kcal/mol
Calculated total energy   -7856.0504 eV
Structure (SMILES)   CC1(C#N)CCC1

natural (NBO) atomic charge list, values in e, 6 entries:
1. N -0.345
2. C -0.604
3. C -0.423
4. C -0.372
5. C -0.369
6. C -0.157

Number 1: Kohn-Sham gap 9.84 eV. Number 2: Kohn-Sham gap 8.75 eV. Number 3: Kohn-Sham gap 10.69 eV.